Record 1
This record from the Open Molecules 2025 dataset describes a single C6H4O molecule. The level of theory is ωB97M-V/def2-TZVPD.

Last column: Mulliken charge in e.
Element x y z (Å)
O 0.23 -1.37 -0.91  -0.466
C -1.76 -0.33 0.55  -0.470
C 0.48 -0.32 -0.38  0.007
C 2.92 0.74 -0.52  0.373
C -2.68 -1.10 0.41  0.104
C 1.81 0.27 -0.46  -0.391
C -0.56 0.51 0.42  -0.528
H -0.12 0.84 1.37  0.328
H -0.76 1.44 -0.17  0.270
H -3.46 -1.82 0.28  0.369
H 3.90 1.15 -0.60  0.404

Values from the calculation:
Kohn-Sham gap (eV): 10.433
Net charge: 0
E_HOMO (eV): -10.241
DFT total energy (Eh): -306.1182
LUMO level (Eh): 0.007

Record 2
This record from the Open Molecules 2025 dataset describes a 3-piece molecular cluster, C4H9ClNO3P overall. The level of theory is ωB97M-V/def2-TZVPD.

Last column: Mulliken charge in e.
Element x y z (Å)
Cl -11.14 2.01 0.12  -1.000
P 1.52 -2.41 -0.32  0.817
O 2.18 -2.97 0.88  -0.729
O 1.47 -3.16 -1.60  -0.717
O 1.70 -0.75 -0.46  -0.419
N -0.68 -0.47 -0.81  0.231
C 0.34 -1.05 -0.04  -0.046
C -0.60 0.91 -1.11  -0.834
C -0.18 -0.06 1.88  -1.001
C -2.03 -1.11 -0.62  -0.843
H -1.42 1.33 -1.79  0.317
H -1.31 0.14 1.62  0.163
H -2.45 -1.09 0.45  0.269
H -2.71 -0.57 -1.36  0.308
H 0.48 0.74 1.57  0.262
H -1.78 -2.18 -0.81  0.268
H -0.62 1.60 -0.16  0.242
H 0.07 -0.55 2.72  0.412
H 0.29 1.05 -1.68  0.300

Values from the calculation:
Kohn-Sham gap (eV): 7.325
Net charge: -2
E_HOMO (eV): -2.275
DFT total energy (Eh): -1239.8521
LUMO level (Eh): 0.186

Record 3
This record from the Open Molecules 2025 dataset describes a 10-piece molecular cluster, C8H30O9 overall. The level of theory is ωB97M-V/def2-TZVPD.

Last column: Mulliken charge in e.
Element x y z (Å)
O 4.20 -0.08 -2.39  -0.642
O -1.96 -0.62 1.68  -0.736
O -4.09 1.99 -0.33  -0.775
O -2.99 1.33 -3.96  -0.632
O -3.40 -0.56 -0.74  -0.743
O 1.15 2.40 -3.14  -0.585
O -3.29 1.59 2.18  -0.757
O -0.92 3.03 2.71  -0.637
O 1.57 -3.19 3.14  -0.630
C 0.23 -0.54 -0.50  -0.084
C 3.55 -0.35 2.35  -0.821
C 1.37 0.04 0.36  -0.005
C 0.64 -1.56 -1.56  0.501
C 1.20 0.18 1.69  -0.966
C 2.37 0.23 2.56  -0.433
C 1.10 -2.83 -0.86  -1.265
C 0.43 -1.49 -2.87  -0.998
H -2.52 -0.85 -1.08  0.326
H 0.28 2.66 -3.43  0.298
H 1.03 -3.62 -1.59  0.435
H 3.31 0.09 -2.07  0.339
H 0.15 -0.58 -3.39  0.197
H 2.38 -3.31 2.64  0.309
H -5.01 1.69 -0.19  0.347
H 4.83 0.39 -1.85  0.304
H 0.23 0.25 2.15  1.067
H 2.26 1.00 3.33  0.320
H -2.20 1.12 -4.46  0.309
H 2.12 -2.61 -0.51  0.181
H -0.46 -1.08 0.19  0.177
H -3.65 1.20 -0.73  0.432
H -2.28 -1.05 2.50  0.333
H 3.64 -1.11 1.58  0.204
H 1.44 -2.25 3.32  0.305
H -3.26 -0.69 0.22  0.415
H -3.56 1.75 1.24  0.455
H -2.20 0.31 1.96  0.402
H -0.29 2.35 2.43  0.371
H -0.49 3.79 2.31  0.302
H 1.56 3.15 -2.69  0.290
H 2.35 -0.11 -0.06  0.146
H -0.44 0.24 -0.93  0.420
H -3.05 0.69 -3.25  0.325
H 4.43 -0.12 2.92  0.291
H 0.64 -2.96 0.13  0.340
H 0.44 -2.26 -3.63  0.287
H -2.88 2.32 2.64  0.279

Values from the calculation:
Kohn-Sham gap (eV): 9.474
Net charge: 0
E_HOMO (eV): -9.313
DFT total energy (Eh): -999.8784
LUMO level (Eh): 0.006

Record 4
This record from the Open Molecules 2025 dataset describes a single C5H13N molecule. The level of theory is ωB97M-V/def2-TZVPD.

Last column: Mulliken charge in e.
Element x y z (Å)
N 0.62 -0.34 1.39  -0.652
C 1.19 1.25 -0.02  -1.697
C 0.36 -0.03 0.05  1.121
C -0.98 0.58 -0.27  -0.824
C -2.26 -0.17 0.16  -1.269
C 1.03 -1.10 -0.75  -1.354
H 1.57 -0.45 1.44  0.337
H 0.76 -0.99 -1.82  0.341
H 0.96 1.93 0.76  0.456
H 0.90 -2.13 -0.41  0.376
H -2.56 0.28 1.15  0.264
H 0.17 -1.23 1.59  0.268
H -1.01 0.46 -1.35  0.321
H 1.14 1.89 -0.87  0.373
H -2.12 -1.24 0.26  0.338
H -3.09 -0.18 -0.53  0.390
H 2.10 -0.95 -0.62  0.329
H 2.23 0.76 0.12  0.407
H -1.02 1.66 -0.25  0.477

Values from the calculation:
Kohn-Sham gap (eV): 10.152
Net charge: 0
E_HOMO (eV): -9.173
DFT total energy (Eh): -252.9944
LUMO level (Eh): 0.036